This record from the OMol25 dataset describes a 2-piece molecular cluster, C33H29N2O3 overall in a non-equilibrium geometry. The level of theory is the ωB97M-V functional and the def2-TZVPD basis.

```
! wB97M-V def2-TZVPD RIJCOSX def2/J DEFGRID3
* xyz 1 1
H -1.554 -0.014 0.144
C -1.761 -0.196 1.242
H -2.848 -0.397 1.297
C -0.983 -1.381 1.686
C 0.172 -1.242 2.378
N 0.530 -0.045 2.941
C 1.775 0.093 3.611
C 1.824 0.708 4.868
C 3.029 0.833 5.532
C 4.235 0.477 4.869
O 5.399 0.664 5.547
C 6.654 0.504 4.826
C 4.185 -0.071 3.564
C 2.950 -0.324 2.980
C -0.335 1.023 2.880
C -1.383 1.025 2.018
C -1.989 2.352 1.710
N -3.017 2.372 0.796
O -1.552 3.380 2.225
H -1.305 -2.367 1.359
H 0.845 -2.073 2.594
H 0.894 1.065 5.321
H 3.067 1.224 6.547
H 7.411 0.670 5.594
H 6.756 -0.503 4.400
H 6.741 1.254 4.029
H 5.096 -0.305 3.013
H 2.902 -0.790 1.997
H -0.014 1.877 3.482
H -3.389 1.552 0.352
H -3.328 3.254 0.421
C 4.374 -1.804 -3.203
O 3.816 -0.809 -2.295
C 2.473 -0.824 -2.091
C 1.905 0.202 -1.288
C 0.540 0.336 -1.240
C -0.321 -0.557 -1.930
C -1.743 -0.311 -2.035
C -2.781 -1.297 -2.308
C -3.970 -0.592 -2.698
C -5.040 -1.280 -3.255
C -4.933 -2.663 -3.438
C -3.815 -3.371 -2.964
C -2.752 -2.695 -2.347
C -3.691 0.834 -2.632
C -2.325 1.009 -2.211
C -1.765 2.288 -2.197
C -2.520 3.367 -2.662
C -3.836 3.175 -3.116
C -4.434 1.912 -3.078
C 0.262 -1.653 -2.601
C 1.630 -1.794 -2.685
H 5.445 -1.606 -3.188
H 4.164 -2.824 -2.848
H 3.972 -1.680 -4.221
H 2.546 0.913 -0.768
H 0.107 1.126 -0.625
H -5.933 -0.731 -3.539
H -5.728 -3.209 -3.944
H -3.763 -4.451 -3.100
H -1.922 -3.255 -1.912
H -0.750 2.445 -1.842
H -2.062 4.356 -2.690
H -4.378 4.038 -3.497
H -5.465 1.768 -3.387
H -0.364 -2.375 -3.118
H 2.053 -2.607 -3.272
*
```

Frontier orbital gap ... 3.8 eV
HOMO ... -9.46 eV
Total energy ... -43806.728 eV

Atomic partial charges in e from the natural (NBO) method, atoms 1 to 8: 0.184 -0.438 0.211 -0.263 0.025 -0.431 0.178 -0.221

***

This record from the OMol25 dataset describes C33H29N4O9Y as an isolated structure in a non-equilibrium geometry. The level of theory is the ωB97M-V functional and the def2-TZVPD basis.

```
! wB97M-V def2-TZVPD RIJCOSX def2/J DEFGRID3
* xyz -2 1
Y -0.465 0.561 -0.002
C 2.711 3.363 0.640
O 2.682 4.152 -0.561
C 2.192 3.601 -1.716
C 2.822 3.997 -2.875
C 2.401 3.548 -4.132
C 1.344 2.675 -4.207
C 0.678 2.241 -3.051
C -0.488 1.403 -3.201
N -1.123 0.896 -2.210
N -2.302 0.219 -2.478
C -3.016 0.070 -1.380
O -2.727 0.537 -0.226
C -4.285 -0.704 -1.539
C -4.905 -1.221 -0.405
C -6.075 -1.955 -0.520
C -6.644 -2.178 -1.767
C -6.026 -1.667 -2.902
C -4.854 -0.937 -2.790
C 1.062 2.717 -1.757
O 0.387 2.440 -0.698
H 1.721 3.208 1.056
H 3.320 3.938 1.339
H 3.182 2.395 0.459
H 3.660 4.678 -2.782
H 2.912 3.881 -5.027
H 1.002 2.313 -5.172
H -0.874 1.252 -4.213
H -4.443 -1.064 0.561
H -6.541 -2.366 0.367
H -7.559 -2.752 -1.852
H -6.458 -1.846 -3.881
H -4.360 -0.538 -3.665
N -0.425 -1.833 -1.151
C -1.404 -2.667 -0.438
C -1.679 -2.194 1.000
O -2.503 -2.838 1.664
N -0.958 -1.142 1.392
C -1.176 -0.713 2.771
C -0.647 0.713 3.030
O -0.491 1.069 4.197
O -0.416 1.436 1.991
H -0.457 -2.027 -2.143
H 0.501 -2.089 -0.819
H -1.090 -3.714 -0.360
H -2.356 -2.658 -0.972
H -0.686 -1.390 3.478
H -2.243 -0.722 3.018
O 1.571 -2.630 1.007
C 2.828 -1.986 1.079
C 2.798 -0.535 0.427
O 3.836 0.114 0.507
O 1.688 -0.153 -0.054
C 3.178 -1.800 2.553
C 4.128 -2.568 3.213
C 4.311 -2.441 4.585
C 3.545 -1.542 5.310
C 2.608 -0.753 4.654
C 2.431 -0.880 3.288
C 3.808 -2.870 0.330
C 5.080 -2.418 -0.020
C 5.947 -3.234 -0.731
C 5.570 -4.521 -1.090
C 4.313 -4.984 -0.732
C 3.439 -4.164 -0.031
H 0.840 -2.004 1.209
H 4.729 -3.275 2.653
H 5.048 -3.057 5.088
H 3.677 -1.454 6.382
H 2.005 -0.041 5.205
H 1.699 -0.253 2.789
H 5.366 -1.411 0.254
H 6.923 -2.860 -1.016
H 6.250 -5.157 -1.645
H 4.007 -5.989 -0.999
H 2.456 -4.520 0.244
*
```

Frontier orbital gap ... 6.8 eV
HOMO ... -2.40 eV
Total energy ... -60132.234 eV

Atomic partial charges in e from the natural (NBO) method, atoms 1 to 8: 2.052 -0.261 -0.530 0.225 -0.249 -0.288 -0.198 -0.228

***

This record from the OMol25 dataset describes a 5-piece molecular cluster, C33H29N5O12S overall in a non-equilibrium geometry. The level of theory is the ωB97M-V functional and the def2-TZVPD basis.

```
! wB97M-V def2-TZVPD RIJCOSX def2/J DEFGRID3
* xyz 0 1
C -1.939 1.799 -0.824
C -2.618 3.038 -1.620
C -2.504 3.242 -3.178
C -3.240 4.499 -3.820
C -4.090 5.520 -2.958
C -4.191 5.311 -1.381
C -5.031 6.416 -0.582
O -6.368 6.014 -0.168
S -6.818 4.513 -0.781
O -6.554 3.544 0.373
O -8.509 4.431 -1.022
N -8.737 3.112 -1.395
C -7.963 2.866 -2.468
O -7.340 2.340 -3.410
C -3.438 4.089 -0.771
H -2.761 1.029 -0.534
H -1.187 1.222 -1.487
H -1.475 2.134 0.182
H -1.888 2.518 -3.838
H -3.180 4.727 -4.953
H -4.582 6.413 -3.503
H -5.146 7.340 -1.277
H -4.365 6.757 0.308
H -3.524 3.954 0.378
C 4.009 4.309 -0.266
C 4.021 5.125 -1.395
C 3.046 4.973 -2.376
C 2.058 4.000 -2.213
C 2.046 3.176 -1.089
C 3.027 3.334 -0.115
N 1.015 3.851 -3.230
O 1.066 4.580 -4.213
O 0.147 3.009 -3.035
H 4.768 4.435 0.500
H 4.790 5.883 -1.508
H 3.066 5.615 -3.250
H 1.285 2.414 -0.957
H 3.024 2.699 0.766
C 5.492 -2.012 2.855
C 4.207 -1.794 3.346
C 3.236 -1.223 2.530
C 3.562 -0.878 1.218
C 4.849 -1.087 0.723
C 5.814 -1.656 1.548
N 2.536 -0.300 0.346
O 1.421 -0.113 0.821
O 2.848 -0.040 -0.809
H 6.244 -2.462 3.493
H 3.963 -2.072 4.367
H 2.239 -1.059 2.925
H 5.113 -0.818 -0.295
H 6.818 -1.826 1.172
C 4.840 -8.702 4.238
C 5.415 -8.047 5.325
C 6.016 -6.805 5.151
C 6.032 -6.224 3.883
C 5.465 -6.878 2.790
C 4.868 -8.122 2.973
N 6.641 -4.904 3.699
O 7.147 -4.366 4.678
O 6.608 -4.410 2.579
H 4.367 -9.670 4.379
H 5.391 -8.505 6.308
H 6.460 -6.305 6.006
H 5.477 -6.436 1.799
H 4.421 -8.639 2.130
C -6.175 -1.514 -1.776
C -6.347 -2.854 -2.113
C -5.353 -3.781 -1.817
C -4.188 -3.355 -1.177
C -4.007 -2.013 -0.845
C -5.006 -1.092 -1.148
N -3.149 -4.331 -0.841
O -3.335 -5.498 -1.165
O -2.155 -3.927 -0.250
H -6.956 -0.794 -2.004
H -7.260 -3.176 -2.604
H -5.500 -4.822 -2.084
H -3.102 -1.671 -0.352
H -4.877 -0.046 -0.890
*
```

Frontier orbital gap ... 7.5 eV
HOMO ... -8.51 eV
Total energy ... -77525.943 eV

Atomic partial charges in e from the Mulliken method, atoms 1 to 8: -1.091 1.028 -0.504 -0.571 -0.549 0.131 -0.385 -0.333